Formula: C9H29B2NNaO
Source: the Open Molecules 2025 dataset
Level of theory: ωB97M-V with the def2-TZVPD basis set

XYZ file:
```
43
Properties=species:S:1:pos:R:3:forces:R:3
Na 0.203 -0.671 0.579 0.23 -0.79 0.22
B 2.233 -2.954 0.781 0.22 -0.50 0.35
H 2.583 -2.481 1.836 0.00 0.27 0.32
H 1.735 -2.122 0.071 -0.12 0.74 -0.67
H 3.199 -3.466 0.259 0.29 0.02 -0.43
H 1.399 -3.811 0.956 -0.31 -0.22 0.13
B -0.824 -1.568 3.257 -0.08 0.12 -0.14
H -1.393 -0.488 3.190 -0.39 0.38 0.02
H -1.541 -2.505 2.996 -0.43 -0.13 -0.14
H 0.068 -1.565 2.457 0.58 -0.06 -0.34
H -0.326 -1.739 4.340 0.12 0.13 0.36
C 1.808 0.991 -2.015 -0.35 0.00 -0.27
C 1.790 1.948 -0.834 1.36 -1.20 -0.25
N 0.633 1.699 0.030 -0.04 1.57 -0.08
C 0.927 2.187 1.394 0.28 0.03 0.22
C 1.956 1.342 2.146 -0.38 0.90 1.07
C -0.474 2.513 -0.526 -0.10 -0.51 0.43
C -1.801 2.248 0.196 -0.29 0.21 -0.27
H 2.729 1.099 -2.590 -0.01 0.00 0.01
H 0.965 1.154 -2.691 0.03 0.05 -0.06
H 1.729 -0.038 -1.667 0.16 -0.05 0.00
H 2.716 1.729 -0.296 -0.22 -0.14 0.33
H 1.976 2.976 -1.177 -0.80 0.26 0.20
H 1.331 3.214 1.367 -0.01 0.01 -0.30
H 0.005 2.303 1.965 -0.10 -0.50 -0.09
H 2.954 1.600 1.801 0.12 -0.63 -0.17
H 1.930 1.708 3.181 0.04 0.06 -0.08
H 1.753 0.280 2.291 0.13 -0.10 -0.60
H -0.604 2.226 -1.569 0.15 0.01 -0.06
H -0.165 3.567 -0.517 -0.21 0.09 0.07
H -1.750 1.319 0.764 -0.13 -0.09 -0.13
H -2.587 2.189 -0.560 -0.08 -0.26 0.13
H -2.155 3.007 0.895 0.43 0.15 0.04
C -2.382 -0.680 -2.901 -0.34 0.45 0.10
C -1.721 -1.732 -2.052 0.48 -0.20 0.26
O -0.542 -1.651 -1.779 -0.24 0.34 0.12
C -2.528 -2.925 -1.616 -0.06 0.01 -0.18
H -3.300 -0.302 -2.441 -0.06 -0.26 0.03
H -2.652 -1.091 -3.876 0.03 -0.01 -0.01
H -1.725 0.180 -3.018 0.19 -0.16 -0.15
H -2.023 -3.483 -0.832 0.14 0.11 0.01
H -2.601 -3.564 -2.503 -0.20 -0.06 0.09
H -3.529 -2.644 -1.289 -0.03 -0.02 -0.11
```
Positions in Å, forces in eV/Å.

The HOMO-LUMO gap is 6.70 eV. The energy above the lowest of the compared OMol25 structures with the same formula, charge and spin comes out at 1.6 kcal/mol. As for the multiplicity: 1. Its total charge is -1. The value obtained for the strongest force on any atom is 1.8 eV/A. The calculation puts the HOMO energy at -4.7 eV. Its molecular weight is 211.95 g/mol. The LUMO energy comes out at 0.07456 Ha.

These are the Mulliken partial charges, in e, on atoms 1 to 5: number 1, Na, carries 0.0175; number 2, B, carries 0.7407; number 3, H, carries -0.3078; number 4, H, carries -0.4278; number 5, H, carries -0.2324

***

Formula: C6H8N2O8
Source: the Open Molecules 2025 dataset
Level of theory: ωB97M-V with the def2-TZVPD basis set

XYZ file:
```
24
Properties=species:S:1:pos:R:3:forces:R:3
O -2.971 1.964 -0.706 6.44 7.01 -2.61
N -3.421 0.989 -0.390 -1.98 -3.73 1.80
O -4.563 0.843 -0.330 -5.42 -2.71 0.76
O -2.698 -0.076 0.055 -2.32 -1.62 -0.45
C -1.334 -0.021 -0.170 -5.28 10.28 5.97
C -0.875 0.821 1.340 5.90 2.95 -11.57
O 0.103 0.138 1.737 4.67 -3.96 4.48
C 0.551 -0.990 0.993 -7.31 8.49 -4.89
C -0.766 -1.127 -0.050 7.93 -14.13 1.20
O -0.124 -1.851 -1.283 -0.82 2.81 3.47
C 1.282 -1.390 -1.188 -1.74 -8.03 2.24
C 1.591 -0.680 0.122 4.71 -3.01 -3.80
O 1.701 0.569 -0.259 -2.17 8.62 -1.80
N 2.865 1.359 -0.235 -0.57 5.41 -1.84
O 2.880 2.666 -0.605 -2.09 -5.76 1.50
O 3.841 0.815 0.007 2.94 -2.34 1.21
H -1.183 0.556 -0.919 1.59 3.79 -5.04
H -1.588 1.213 1.777 -7.46 1.91 5.59
H -0.366 1.921 1.010 -1.32 -2.07 -0.11
H 0.727 -1.597 1.648 1.65 -7.93 6.57
H -1.382 -1.845 0.484 -0.26 -0.40 -0.41
H 1.742 -2.473 -1.332 0.15 2.49 0.48
H 1.392 -0.871 -2.003 1.45 3.33 -4.20
H 2.597 -0.931 0.297 1.33 -1.40 1.45
```
Positions in Å, forces in eV/Å.

As for the SMILES: O=[N+]([O-])O[C@H]1CO[C@H]2[C@@H]1OC[C@H]2O[N+](=O)[O-]. The HOMO-LUMO gap is 9.54 eV. As for the multiplicity: 1. The value obtained for the strongest force on any atom is 16.2 eV/A. The calculation puts the HOMO energy at -10.1 eV. Its molecular weight is 236.14 g/mol. The LUMO energy comes out at -0.01897 Ha.

These are the Mulliken partial charges, in e, on atoms 1 to 5: number 1, O, carries -0.5295; number 2, N, carries 1.0159; number 3, O, carries -0.6474; number 4, O, carries -0.3358; number 5, C, carries -0.3501

***

Question: Look up the LUMO energy of the first one.
Answer: 0.07456 Ha